88
Properties=species:S:1:pos:R:3:mulliken_charge:R:1 method="wB97M-V/def2-TZVPD" charge=+2 homo_lumo_gap_ev=5.5 spin_multiplicity=1 max_force_ev_per_a=3.5
C -0.781 6.546 -3.988 -0.292
C -1.155 5.200 -4.142 0.588
C -1.265 4.700 -5.454 -0.370
C -1.009 5.553 -6.532 -0.334
N -0.638 6.820 -6.368 -0.512
C -0.546 7.315 -5.137 -0.352
C -1.267 4.298 -3.013 -0.180
C -0.947 3.356 -2.258 -0.599
C -0.061 2.347 -1.719 0.001
C 0.845 2.606 -0.668 -1.201
C 1.524 1.545 -0.092 -0.582
C 1.401 0.228 -0.574 -0.530
C 0.343 -0.045 -1.501 2.641
C -0.322 1.007 -2.108 -1.519
Ba -2.487 1.844 -0.493 1.665
P 2.692 -1.043 -0.461 1.380
H -1.458 3.642 -5.636 0.394
H -0.585 6.969 -3.007 0.438
H -1.097 5.183 -7.555 0.378
H -0.261 8.363 -5.042 0.379
H -1.088 0.817 -2.890 0.520
H 0.987 3.653 -0.372 0.533
H 0.149 -1.058 -1.828 -0.718
H 2.163 1.723 0.786 0.423
C 2.304 -2.437 0.597 -0.339
C 3.092 -3.723 0.363 -1.424
H 1.218 -2.576 0.499 0.289
H 2.455 -2.041 1.622 0.465
H 3.078 -4.330 1.267 0.392
H 2.652 -4.336 -0.433 0.324
H 4.143 -3.537 0.126 0.362
C 2.931 -1.576 -2.167 0.037
C 3.699 -0.577 -3.036 -1.436
H 1.932 -1.782 -2.589 -0.038
H 3.438 -2.552 -2.113 0.647
H 3.583 -0.851 -4.091 0.440
H 3.312 0.444 -2.926 0.287
H 4.770 -0.591 -2.798 0.350
C 4.074 -0.097 0.199 -0.683
C 5.344 -0.912 0.427 -1.373
H 3.674 0.305 1.144 0.490
H 4.300 0.767 -0.463 0.433
H 6.109 -0.220 0.808 0.413
H 5.189 -1.688 1.198 0.334
H 5.716 -1.366 -0.508 0.341
Br -0.826 -0.629 0.870 -0.739
P -2.423 -3.312 -2.587 -0.216
C -0.604 -3.593 -2.535 0.858
C -0.217 -5.034 -2.874 -1.454
H -0.271 -3.330 -1.520 -0.609
H -0.147 -2.902 -3.257 0.214
H 0.858 -5.080 -3.093 0.380
H -0.405 -5.709 -2.030 0.345
H -0.762 -5.416 -3.748 0.393
C -2.855 -3.095 -0.834 0.203
C -4.175 -3.816 -0.527 -1.381
H -2.910 -2.018 -0.614 0.019
H -2.032 -3.530 -0.251 0.238
H -4.297 -3.893 0.556 0.389
H -5.036 -3.272 -0.933 0.342
H -4.183 -4.831 -0.947 0.353
C -2.574 -1.694 -3.410 0.827
C -2.789 -1.878 -4.913 -1.401
H -1.656 -1.132 -3.207 -0.851
H -3.430 -1.181 -2.950 0.451
H -3.139 -0.939 -5.347 0.401
H -1.865 -2.153 -5.431 0.339
H -3.536 -2.650 -5.128 0.383
N 0.534 0.300 11.831 -0.440
C 0.178 0.447 10.726 -0.013
C -0.277 0.644 9.372 0.370
C -1.394 1.448 9.123 -1.062
C -1.839 1.651 7.806 -0.367
C -1.142 1.069 6.724 1.918
C -0.033 0.246 6.976 -0.484
C 0.396 0.040 8.299 -1.006
N -1.561 1.359 5.401 0.246
C -2.687 2.120 5.064 -0.393
C -2.717 2.224 3.692 -0.550
N -1.651 1.522 3.170 -0.181
C -0.962 1.016 4.190 -0.242
H -1.916 1.924 9.956 0.428
H -2.711 2.274 7.644 0.229
H 0.485 -0.226 6.144 0.272
H 1.262 -0.587 8.505 0.424
H -3.372 2.513 5.794 0.302
H -3.409 2.784 3.075 0.317
H -0.057 0.425 4.148 0.287

---

115
Properties=species:S:1:pos:R:3:mulliken_charge:R:1 method="wB97M-V/def2-TZVPD" charge=-1 homo_lumo_gap_ev=6.4 spin_multiplicity=1 max_force_ev_per_a=4.8
C 1.320 -5.248 -1.646 -0.616
C 1.257 -4.637 -0.292 -0.085
C 0.468 -3.268 0.138 -0.552
Ga -0.631 -2.367 -1.360 -0.040
F -2.297 -3.369 -1.471 -0.671
C 0.206 -2.448 -3.245 -0.189
C 1.830 -2.239 -3.306 -0.514
C 2.455 -1.271 -2.140 0.744
C 2.045 0.287 -1.834 -0.437
C 2.831 1.137 -0.628 -0.387
C 4.046 0.449 0.280 -0.516
C 4.455 -1.133 -0.015 -0.342
C 3.663 -1.944 -1.205 -0.333
P -1.303 -0.151 -0.827 0.331
O -2.563 -0.230 0.391 -0.487
Br -2.262 0.672 -2.765 -0.393
H 2.399 -5.441 -2.093 0.206
H 0.394 -5.542 -2.302 0.258
H 1.857 -5.199 0.571 0.245
H -0.314 -3.588 0.982 0.318
H 1.162 -2.458 0.675 0.230
H -0.315 -1.682 -3.999 0.398
H -0.013 -3.526 -3.709 -0.164
H 2.381 -3.271 -3.340 0.166
H 2.059 -1.717 -4.355 0.221
H 1.222 0.824 -2.469 0.390
H 2.585 2.277 -0.381 0.286
H 4.648 1.015 1.117 0.239
H 5.320 -1.630 0.597 0.274
H 4.016 -3.064 -1.406 0.152
H -2.911 -1.167 0.485 0.297
C 9.092 -4.546 3.565 -1.088
C 7.999 -5.551 3.874 -0.198
O 6.705 -4.978 3.634 -0.300
C 6.269 -4.994 2.333 0.241
O 6.918 -5.459 1.400 -0.524
C 4.864 -4.402 2.229 0.985
F 4.720 -3.255 2.953 -0.269
F 3.910 -5.262 2.689 -0.286
F 4.509 -4.089 0.951 -0.167
H 8.933 -3.619 4.127 0.296
H 10.075 -4.951 3.823 0.366
H 9.094 -4.278 2.504 0.308
H 8.036 -5.819 4.935 0.313
H 8.129 -6.478 3.304 0.307
C -5.459 1.291 0.059 -0.979
C -6.642 0.980 0.958 -0.244
O -6.771 1.978 1.983 -0.289
C -7.424 3.129 1.625 0.377
O -7.881 3.336 0.504 -0.526
C -7.535 4.078 2.818 0.848
F -6.371 4.177 3.523 -0.251
F -8.484 3.671 3.709 -0.250
F -7.869 5.350 2.460 -0.255
H -4.546 1.406 0.651 0.264
H -5.309 0.492 -0.673 0.349
H -5.610 2.231 -0.480 0.321
H -6.475 0.024 1.465 0.301
H -7.571 0.883 0.385 0.307
C 3.315 6.017 -5.526 -1.121
C 2.637 4.849 -4.833 -0.176
O 3.493 3.697 -4.833 -0.327
C 4.444 3.651 -3.846 0.437
O 4.590 4.525 -2.996 -0.515
C 5.247 2.354 -3.933 0.763
F 5.614 2.045 -5.210 -0.259
F 4.541 1.282 -3.472 -0.141
F 6.400 2.390 -3.208 -0.254
H 3.636 5.732 -6.533 0.310
H 2.636 6.871 -5.598 0.374
H 4.211 6.331 -4.983 0.302
H 1.731 4.573 -5.383 0.329
H 2.327 5.108 -3.814 0.280
C 5.467 5.794 -0.234 -1.035
C 4.285 5.484 0.665 -0.080
O 4.155 6.481 1.689 -0.322
C 3.502 7.633 1.332 0.382
O 3.045 7.840 0.211 -0.515
C 3.391 8.581 2.525 0.829
F 4.555 8.681 3.230 -0.241
F 2.442 8.174 3.416 -0.245
F 3.058 9.853 2.167 -0.240
H 6.381 5.909 0.358 0.337
H 5.617 4.996 -0.966 0.274
H 5.316 6.735 -0.773 0.299
H 4.451 4.527 1.172 0.279
H 3.355 5.386 0.092 0.291
C -3.552 -7.408 -6.167 -1.088
C -2.352 -8.225 -6.608 -0.189
O -1.268 -7.363 -6.988 -0.326
C -0.490 -6.885 -5.964 0.373
O -0.678 -7.151 -4.780 -0.507
C 0.650 -6.027 -6.511 0.845
F 0.240 -5.160 -7.481 -0.259
F 1.637 -6.783 -7.072 -0.271
F 1.252 -5.265 -5.555 -0.177
H -3.837 -6.692 -6.945 0.295
H -4.405 -8.058 -5.954 0.358
H -3.325 -6.827 -5.268 0.324
H -2.615 -8.813 -7.493 0.301
H -2.037 -8.933 -5.833 0.305
C -9.957 3.782 6.467 -1.001
C -10.065 4.142 7.937 -0.296
O -10.446 2.995 8.710 -0.304
C -9.434 2.137 9.057 0.384
O -8.259 2.302 8.741 -0.505
C -9.970 0.992 9.917 0.835
F -11.134 0.470 9.434 -0.240
F -10.235 1.392 11.194 -0.246
F -9.101 -0.053 10.017 -0.236
H -10.888 3.328 6.113 0.296
H -9.745 4.670 5.865 0.364
H -9.162 3.050 6.297 0.325
H -10.850 4.893 8.074 0.315
H -9.133 4.579 8.316 0.325

---

96
Properties=species:S:1:pos:R:3:mulliken_charge:R:1 method="wB97M-V/def2-TZVPD" charge=-1 homo_lumo_gap_ev=8.7 spin_multiplicity=1 max_force_ev_per_a=0.6
In 2.020 1.493 0.965 1.627
O 3.916 -0.316 -2.019 -0.741
S 3.445 -0.002 -0.694 0.953
O 4.010 -0.783 0.388 -0.643
O 1.908 -0.070 -0.571 0.070
O 3.646 1.510 -0.411 -0.805
Cl 0.412 0.236 3.516 -0.019
C 2.118 0.251 3.814 0.882
C 2.958 0.774 2.842 -1.209
C 4.318 0.824 3.142 0.589
Cl 5.426 1.601 2.083 -0.181
C 4.814 0.294 4.335 0.044
Cl 6.506 0.338 4.675 -0.212
C 3.946 -0.265 5.268 0.448
Cl 4.555 -0.925 6.742 -0.223
C 2.583 -0.271 5.019 -0.199
Cl 1.484 -0.928 6.180 -0.204
C 2.038 -3.757 2.625 -1.633
C 0.509 -3.771 2.712 0.367
C -0.014 -5.211 2.774 -1.522
C -0.145 -3.017 1.574 -0.699
C -1.295 -2.268 1.787 -0.088
C -1.843 -1.474 0.784 1.150
C -3.194 -0.809 1.013 0.641
C -4.293 -1.872 0.890 -1.485
C -3.335 -0.092 2.355 -1.713
C -1.212 -1.432 -0.467 0.619
C -0.174 -2.337 -0.755 0.075
C 0.358 -3.084 0.285 0.103
C 0.297 -2.618 -2.178 1.049
C 1.779 -2.983 -2.277 -1.644
C -0.509 -3.786 -2.773 -1.614
C -1.803 -0.604 -1.575 -0.159
C -2.825 -1.276 -2.266 -0.588
C -3.475 -0.759 -3.366 -1.441
C -3.112 0.498 -3.807 -1.065
C -2.145 1.195 -3.111 -0.775
C -1.461 0.707 -1.985 0.520
P -0.257 1.982 -1.267 0.562
C -1.463 3.353 -0.697 2.739
C -2.653 3.760 -1.569 -1.962
C -0.628 4.605 -0.390 -2.053
C -2.049 2.814 0.613 -1.960
C 0.683 2.618 -2.812 2.271
C 1.154 1.394 -3.604 -1.772
C 1.911 3.372 -2.277 -1.812
C -0.016 3.595 -3.774 -1.964
H 2.476 -3.954 3.604 0.446
H 2.414 -2.799 2.263 0.302
H 2.398 -4.530 1.940 0.331
H 0.214 -3.273 3.639 0.434
H 0.232 -5.742 1.851 0.283
H -1.099 -5.229 2.897 0.353
H 0.434 -5.749 3.614 0.424
H -1.768 -2.301 2.764 0.370
H -3.355 -0.087 0.217 -0.101
H -4.151 -2.652 1.643 0.303
H -4.278 -2.346 -0.093 0.262
H -5.281 -1.426 1.035 0.453
H -3.437 -0.805 3.177 0.482
H -4.224 0.543 2.354 0.449
H -2.478 0.541 2.559 0.162
H 1.210 -3.724 0.088 0.154
H 0.121 -1.726 -2.783 -0.155
H 1.968 -3.981 -1.871 0.417
H 2.416 -2.271 -1.753 0.098
H 2.083 -2.994 -3.326 0.456
H -0.474 -4.641 -2.093 0.287
H -0.074 -4.089 -3.729 0.467
H -1.551 -3.536 -2.949 0.281
H -3.102 -2.255 -1.902 0.739
H -4.249 -1.329 -3.866 0.361
H -3.582 0.946 -4.675 0.442
H -1.914 2.182 -3.457 0.346
H -2.365 4.177 -2.533 0.243
H -3.204 4.538 -1.028 0.573
H -3.339 2.932 -1.738 0.338
H -0.321 5.126 -1.298 0.356
H 0.257 4.367 0.194 0.163
H -1.232 5.296 0.205 0.591
H -2.725 1.986 0.411 0.236
H -2.619 3.603 1.114 0.660
H -1.279 2.480 1.303 0.099
H 1.753 0.716 -2.993 0.255
H 1.782 1.734 -4.434 0.563
H 0.314 0.835 -4.021 0.204
H 2.557 2.730 -1.681 0.348
H 1.633 4.242 -1.683 0.267
H 2.507 3.720 -3.125 0.562
H -0.774 3.137 -4.404 0.381
H 0.753 3.979 -4.451 0.574
H -0.451 4.452 -3.262 0.252
O 2.888 3.697 2.190 -0.609
N 1.749 3.695 2.669 1.057
O 1.428 4.240 3.696 -0.691
O 0.844 3.040 1.987 -0.592